Record 1
Below is 2 unconnected molecules or ions with the total composition C3H4ClNO2, with properties calculated with ωB97M-V/def2-TZVPD.

Cartesian coordinates (Å):
C1 -1.88 0.32 -0.63
C2 1.34 0.69 0.51
C3 0.97 -0.63 0.07
N1 0.91 -1.78 -0.05
O1 -1.17 1.00 -1.33
O2 0.70 -2.89 -0.45
Cl1 -2.69 1.01 0.68
H1 2.33 0.97 0.36
H2 0.95 0.69 1.60
H3 0.60 1.50 -0.09
H4 -2.08 -0.89 -0.66

Calculated values
2S+1: 3
Net charge: 0
Frontier orbital gap (alpha / beta), eV: 4.82 / 4.30

natural (NBO) population analysis, charges in e, atoms 1 to 8: 0.016, -0.742, 0.416, 0.072, -0.545, -0.178, -0.048, 0.251

---

Record 2
Below is 4 unconnected molecules or ions with the total composition C9H26O7, with properties calculated with ωB97M-V/def2-TZVPD.

Cartesian coordinates (Å):
C1 6.03 -1.63 1.40
C2 6.42 -1.46 2.87
C3 6.94 -2.73 3.48
O1 7.37 -0.47 3.01
H1 6.91 -1.81 0.79
H2 5.71 -0.73 0.89
H3 5.29 -2.40 1.20
H4 5.55 -1.30 3.50
H5 6.37 -3.62 3.20
H6 7.04 -2.65 4.56
H7 7.91 -2.92 3.02
H8 7.17 0.23 3.64
C4 -2.25 -0.21 -1.12
C5 -2.86 1.09 -0.63
O2 -3.48 1.82 -1.72
O3 -1.54 -0.93 -0.24
H9 -1.62 -0.01 -1.99
H10 -3.10 -0.84 -1.38
H11 -2.12 1.69 -0.11
H12 -3.70 0.96 0.05
H13 -2.91 2.58 -1.81
H14 -1.04 -1.53 -0.81
C6 -4.46 7.91 -4.41
C7 -3.79 8.27 -3.06
O4 -2.61 7.44 -2.99
O5 -5.62 8.64 -4.50
H15 -4.70 6.86 -4.56
H16 -3.90 8.07 -5.33
H17 -4.41 8.16 -2.17
H18 -3.26 9.22 -2.98
H19 -1.93 7.81 -3.57
H20 -5.85 8.74 -5.43
C8 -1.46 -7.03 1.25
C9 -1.45 -6.33 2.66
O6 -2.21 -5.10 2.60
O7 -0.62 -6.36 0.34
H21 -2.48 -7.15 0.86
H22 -0.94 -7.97 1.42
H23 -0.43 -6.00 2.90
H24 -1.90 -6.90 3.47
H25 -1.75 -4.46 2.06
H26 -0.32 -6.97 -0.34

Calculated values
SMILES: CC(C)O.OCCO.OCCO.OCCO
Net charge: 0
Frontier orbital gap, eV: 10.59

natural (NBO) population analysis, charges in e, atoms 1 to 8: -0.637, 0.092, -0.617, -0.733, 0.211, 0.216, 0.211, 0.153

---

Record 3
Below is 2 unconnected molecules or ions with the total composition C20H36FIN5O4S2, with properties calculated with ωB97M-V/def2-TZVPD.

Cartesian coordinates (Å):
C1 2.17 4.47 0.96
C2 2.81 4.64 -0.43
C3 1.86 4.17 -1.54
C4 1.67 2.65 -1.47
C5 1.04 2.13 -2.74
N1 0.91 0.64 -2.68
C6 1.48 -0.10 -3.84
C7 2.99 0.02 -3.84
C8 -0.31 0.15 -2.33
N2 -1.38 0.68 -2.85
F1 -2.61 0.30 -2.48
N3 -0.40 -0.91 -1.44
C9 -1.02 -2.12 -2.04
C10 -0.09 -3.33 -1.86
C11 -0.37 -4.06 -0.56
C12 0.71 -5.08 -0.14
S1 1.86 -5.57 -1.46
C13 3.21 -4.56 -1.04
N4 3.77 -3.64 -1.78
N5 4.83 -3.14 -1.03
C14 4.81 -3.79 0.09
O1 3.82 -4.71 0.16
C15 -0.94 -0.50 -0.13
C16 0.18 -0.58 0.91
O2 1.27 -0.23 0.67
I1 -0.35 -1.32 2.82
H1 2.47 5.27 1.63
H2 1.09 4.49 0.88
H3 2.48 3.53 1.40
H4 3.68 3.99 -0.47
H5 3.10 5.67 -0.61
H6 0.89 4.64 -1.37
H7 2.25 4.46 -2.51
H8 0.95 2.46 -0.67
H9 2.61 2.14 -1.26
H10 1.63 2.40 -3.61
H11 0.08 2.63 -2.85
H12 1.04 0.24 -4.77
H13 1.26 -1.15 -3.69
H14 3.42 -0.54 -4.66
H15 3.37 -0.38 -2.91
H16 3.32 1.05 -3.94
H17 -1.36 1.44 -3.52
H18 -1.98 -2.34 -1.57
H19 -1.24 -1.97 -3.09
H20 0.92 -2.92 -1.85
H21 -0.23 -3.98 -2.72
H22 -0.43 -3.31 0.23
H23 -1.34 -4.54 -0.63
H24 1.27 -4.65 0.68
H25 0.24 -6.00 0.18
H26 5.46 -3.69 0.94
H27 -1.77 -1.13 0.17
H28 -1.24 0.55 -0.12
C17 -5.50 1.09 5.11
C18 -4.31 0.63 5.97
C19 -3.19 0.21 5.00
S2 -3.43 1.19 3.51
O3 -3.76 0.30 2.42
O4 -2.36 2.14 3.37
C20 -4.92 2.02 4.05
H29 -6.25 1.60 5.71
H30 -5.97 0.23 4.64
H31 -3.97 1.45 6.59
H32 -4.58 -0.19 6.63
H33 -2.20 0.42 5.39
H34 -3.27 -0.84 4.72
H35 -5.57 2.18 3.20
H36 -4.62 2.98 4.48

Calculated values
Net charge: +1
Frontier orbital gap, eV: 7.72

natural (NBO) population analysis, charges in e, atoms 1 to 8: -0.616, -0.389, -0.394, -0.406, -0.207, -0.441, -0.203, -0.617

---

Going through the records in order, we get max |F| values of 5.85; 3.25; 1.69 eV/Å.